# 1
84
Properties=species:S:1:pos:R:3:forces:R:3:mulliken_spin:R:1 method="wB97M-V/def2-TZVPD" s2=0.76 total_energy_ev=-103254.7206 charge=+1 spin_multiplicity=2 gap_ev="7.1 / 7.3" e_lumo_ev="-3.5144 / -3.3687" homo_ev="-10.62 / -10.63"
Ti 1.960 -0.185 -0.091 -0.366 -0.450 0.854 0.96
C -0.272 2.687 -0.177 -0.080 0.040 -0.120 0.00
N -0.819 2.239 -1.439 -0.113 0.001 -0.023 0.00
C -0.014 1.291 -2.177 0.014 0.002 -0.127 0.00
P -0.414 -0.446 -1.588 0.459 0.039 0.080 -0.04
C -1.626 -1.110 -2.751 -0.209 0.042 0.156 0.00
C -1.300 -1.461 -4.060 0.017 -0.020 -0.067 0.00
C -2.296 -1.890 -4.922 -0.064 0.000 0.056 0.00
C -3.612 -1.971 -4.479 0.031 -0.007 -0.042 0.00
C -3.938 -1.623 -3.178 0.060 0.015 0.039 0.00
C -2.944 -1.191 -2.309 -0.094 -0.075 -0.084 0.00
C 1.083 -1.434 -1.978 -0.392 -0.257 -0.448 0.08
C 2.285 -0.908 -2.441 0.438 0.050 -0.264 -0.07
C 3.402 -1.742 -2.605 -0.008 0.043 -0.028 0.01
C 3.287 -3.100 -2.398 -0.058 -0.056 0.005 0.00
C 2.061 -3.647 -2.003 0.060 0.063 0.055 0.00
C 0.987 -2.824 -1.756 0.017 0.042 0.052 0.03
C -2.225 2.160 -1.649 0.202 -0.012 0.111 0.00
C -3.134 2.078 -0.600 -0.122 -0.010 -0.092 0.00
C -4.497 1.983 -0.865 0.037 -0.004 0.015 0.00
C -4.962 1.952 -2.168 0.052 0.013 -0.008 0.00
C -4.051 2.044 -3.214 -0.026 0.016 -0.012 0.00
C -2.697 2.159 -2.962 -0.114 0.001 -0.013 0.00
P 0.275 1.414 1.082 0.074 -0.311 0.017 0.02
C -1.185 0.821 1.988 -0.076 0.063 0.060 -0.03
C -1.794 1.656 2.928 0.010 0.089 0.025 0.00
C -2.922 1.239 3.613 -0.045 -0.076 -0.012 0.00
C -3.452 -0.026 3.381 0.017 0.032 0.008 0.00
C -2.847 -0.869 2.462 0.049 0.073 -0.007 0.00
C -1.719 -0.446 1.771 -0.125 -0.086 -0.072 0.00
C 1.145 2.391 2.340 -0.009 0.095 -0.010 -0.01
C 1.472 3.734 2.185 0.058 0.093 0.034 0.00
C 2.140 4.413 3.200 -0.030 -0.047 -0.062 0.00
C 2.491 3.756 4.366 0.038 -0.046 -0.019 0.00
C 2.166 2.415 4.528 0.062 0.055 -0.011 0.00
C 1.495 1.740 3.526 -0.017 -0.065 0.041 0.01
H -0.968 3.374 0.307 -0.011 0.000 -0.051 0.00
H 0.646 3.242 -0.389 0.009 -0.031 -0.004 0.00
H 1.039 1.560 -2.045 -0.018 -0.089 0.084 0.01
H -0.203 1.334 -3.252 -0.013 0.105 0.059 0.00
H -0.276 -1.411 -4.412 0.016 0.026 0.045 0.00
H -2.049 -2.166 -5.937 0.014 0.000 -0.011 0.00
H -4.385 -2.311 -5.155 -0.008 0.004 -0.008 0.00
H -4.963 -1.680 -2.837 -0.007 -0.004 0.009 0.00
H -3.201 -0.898 -1.298 0.030 0.008 0.017 0.00
H 2.374 0.129 -2.748 -0.016 -0.014 0.059 0.00
H 4.339 -1.314 -2.936 -0.007 0.000 0.001 0.00
H 4.141 -3.744 -2.554 0.003 -0.008 0.000 0.00
H 1.959 -4.713 -1.856 0.028 -0.030 -0.005 0.00
H 0.056 -3.247 -1.395 -0.010 0.027 -0.022 0.00
H -2.798 2.068 0.424 0.042 0.017 0.101 0.00
H -5.192 1.924 -0.038 0.004 -0.001 0.009 0.00
H -6.022 1.872 -2.370 -0.012 0.000 -0.004 0.00
H -4.401 2.042 -4.238 0.000 -0.002 -0.008 0.00
H -2.007 2.258 -3.789 -0.007 0.015 0.002 0.00
H -1.382 2.636 3.140 0.016 -0.018 -0.045 0.00
H -3.385 1.896 4.337 0.000 0.009 0.006 0.00
H -4.329 -0.354 3.923 -0.011 0.004 0.005 0.00
H -3.250 -1.857 2.281 -0.007 -0.009 -0.002 0.00
H -1.272 -1.105 1.039 0.018 0.008 0.007 0.01
H 1.215 4.279 1.288 -0.004 -0.011 -0.008 0.00
H 2.386 5.458 3.067 0.015 0.008 -0.004 0.00
H 3.032 4.281 5.141 -0.004 0.000 0.027 0.00
H 2.448 1.892 5.432 -0.008 0.007 0.022 0.00
H 1.222 0.702 3.689 -0.001 -0.010 -0.075 0.00
Cl 0.386 -6.292 1.362 0.024 0.066 0.004 0.00
C 1.196 -4.759 1.439 -0.071 -0.148 0.021 -0.01
C 0.489 -3.629 1.796 0.138 0.042 -0.016 0.02
C 1.161 -2.409 1.840 -0.281 0.013 -0.066 -0.05
C 2.511 -2.307 1.504 0.216 0.520 -0.196 0.01
C 3.145 -0.966 1.419 0.110 -0.003 0.141 -0.02
C 3.201 -3.477 1.162 -0.050 -0.144 -0.126 0.00
C 2.557 -4.697 1.150 -0.027 0.078 -0.025 0.01
H -0.557 -3.699 2.060 -0.013 -0.002 -0.002 0.00
H 0.620 -1.532 2.178 0.062 0.007 0.043 0.00
H 4.216 -0.981 1.209 -0.033 -0.095 0.012 0.00
H 2.963 -0.335 2.295 -0.031 0.001 -0.020 0.01
H 4.253 -3.423 0.910 0.008 0.012 0.040 0.00
H 3.090 -5.608 0.912 0.022 0.006 -0.012 0.00
N 3.087 1.406 -0.389 0.106 0.320 -0.197 0.00
C 3.864 1.969 0.322 -0.169 -0.394 0.196 0.02
N 4.681 2.588 0.996 0.380 0.407 -0.031 0.01
C 5.184 2.407 2.204 -0.228 -0.020 -0.194 0.00
N 5.650 2.298 3.252 0.037 -0.022 0.139 0.01

---

# 2
80
Properties=species:S:1:pos:R:3:forces:R:3:mulliken_spin:R:1 method="wB97M-V/def2-TZVPD" s2=0.76 total_energy_ev=-104302.7842 charge=0 spin_multiplicity=2 gap_ev="6.8 / 5.6" e_lumo_ev="0.3370 / -0.9091" homo_ev="-6.49 / -6.54"
C -0.802 -3.062 1.795 -0.307 -0.108 -0.192 0.01
C -0.619 -2.966 0.391 0.530 -0.566 0.416 0.00
C 0.743 -3.259 0.117 -0.343 -0.498 -0.590 0.01
H -1.379 -2.821 -0.361 -0.059 0.231 0.047 0.00
C 1.400 -3.506 1.342 0.591 -1.486 -0.018 0.00
C 0.443 -3.385 2.381 -0.192 -1.084 0.597 -0.01
H 0.645 -3.485 3.452 -0.105 -0.079 -0.387 0.00
H -1.748 -2.907 2.313 0.321 -0.023 -0.067 0.01
H 1.152 -3.345 -0.893 0.054 0.196 0.450 0.00
H 2.470 -3.726 1.469 -0.569 -0.030 -0.075 0.00
Yb 0.951 -1.233 1.538 -0.523 2.507 0.625 0.11
Cl 1.782 0.450 0.010 0.653 1.085 -0.967 0.02
P 0.112 -0.604 -3.356 -0.212 -0.306 3.004 0.00
C 1.421 -1.733 -3.845 0.037 -0.648 -0.741 0.00
C 1.212 -2.632 -4.914 0.442 0.439 0.251 0.00
H 0.248 -2.629 -5.422 0.272 0.022 -0.007 0.00
C 2.241 -3.473 -5.326 0.231 -0.014 0.324 0.00
H 2.102 -4.119 -6.200 0.100 0.177 0.418 0.00
C 3.458 -3.456 -4.630 0.073 0.082 0.026 0.00
H 4.277 -4.097 -4.966 -0.256 0.180 0.117 0.00
C 3.653 -2.627 -3.510 -0.284 -0.078 -0.397 0.00
H 4.615 -2.627 -2.988 -0.418 -0.078 -0.144 0.00
C 2.624 -1.781 -3.094 -0.588 0.157 -0.505 0.00
H 2.699 -1.140 -2.210 0.141 -0.186 -0.334 0.00
C -1.553 -1.174 -3.756 -0.408 0.170 -0.135 0.00
C -1.931 -2.518 -3.483 0.195 0.678 -0.343 0.00
H -1.188 -3.213 -3.081 -0.216 0.159 -0.276 0.00
C -3.238 -2.928 -3.728 0.053 0.483 -0.178 0.00
H -3.512 -3.976 -3.609 0.015 0.284 0.092 0.00
C -4.186 -1.993 -4.168 -0.104 -0.006 -0.122 0.00
H -5.199 -2.328 -4.395 0.236 0.101 0.103 0.00
C -3.853 -0.642 -4.331 0.121 -0.519 0.182 0.00
H -4.603 0.076 -4.663 0.143 -0.183 0.160 0.00
C -2.547 -0.226 -4.100 0.426 -0.545 -0.080 0.00
H -2.271 0.827 -4.180 -0.070 -0.273 -0.169 0.00
C 0.465 1.117 -3.730 0.386 0.407 -1.035 0.00
C 1.113 1.408 -4.956 -0.503 0.114 0.586 0.00
H 1.389 0.580 -5.613 -0.138 0.294 0.102 0.00
C 1.367 2.725 -5.308 -0.017 0.242 0.392 0.00
H 1.820 2.950 -6.276 -0.089 0.042 0.351 0.00
C 1.025 3.748 -4.410 -0.050 0.011 0.041 0.00
H 1.221 4.785 -4.688 -0.049 -0.261 0.078 0.00
C 0.445 3.475 -3.160 0.021 -0.193 -0.277 0.00
H 0.196 4.293 -2.470 0.196 -0.408 -0.361 0.00
C 0.171 2.151 -2.804 0.204 -0.583 -0.741 0.00
H -0.235 1.872 -1.831 0.050 0.185 -0.269 0.00
C -0.681 5.752 2.391 0.054 -0.182 -0.003 0.02
C 0.317 5.092 1.663 -0.080 -0.241 0.096 -0.01
C 0.471 3.710 1.789 -0.614 0.154 0.641 0.04
C -0.371 3.012 2.687 -0.375 0.544 -0.267 0.07
C -1.409 3.668 3.386 0.792 0.239 -0.628 0.03
C -1.547 5.048 3.234 -0.047 -0.180 0.044 -0.01
Si -0.104 1.242 3.019 0.241 -0.615 -0.868 0.38
C 1.427 0.894 3.999 0.556 -0.211 0.505 0.09
C 2.719 0.984 3.414 -0.368 -0.037 0.295 -0.03
C 3.859 0.831 4.209 -0.202 0.073 -0.133 -0.01
C 3.736 0.565 5.572 -0.011 -0.052 0.053 0.02
C 2.475 0.443 6.154 -0.385 0.045 -0.189 -0.01
C 1.322 0.620 5.379 0.580 -0.048 -0.173 0.06
C -1.593 0.217 3.373 -0.348 -0.354 0.239 0.05
C -1.604 -0.808 4.352 -0.285 0.386 -0.104 0.09
C -2.805 -1.423 4.707 0.278 -0.005 -0.160 -0.04
C -3.985 -1.092 4.041 -0.064 0.026 0.035 0.09
C -3.974 -0.159 2.999 0.317 0.013 -0.096 -0.04
C -2.783 0.470 2.639 0.113 -0.047 0.487 0.06
H -0.787 6.831 2.297 0.004 -0.182 0.007 0.00
H 0.983 5.645 0.997 -0.261 -0.066 0.181 0.00
H 1.211 3.151 1.211 -0.121 0.246 0.143 0.00
H -2.070 3.082 4.027 0.122 0.312 -0.092 0.00
H -2.332 5.556 3.794 0.221 0.044 -0.222 0.00
H 2.806 1.184 2.337 0.043 -0.035 0.497 -0.02
H 4.844 0.939 3.756 -0.209 -0.076 0.124 0.00
H 4.630 0.452 6.189 -0.274 0.017 -0.208 0.00
H 2.369 0.220 7.215 0.115 0.085 -0.194 0.00
H 0.331 0.561 5.834 0.369 0.036 0.014 0.00
H -0.671 -1.087 4.855 -0.461 0.117 -0.103 0.01
H -2.809 -2.153 5.517 -0.066 0.101 -0.271 0.00
H -4.922 -1.570 4.329 0.237 0.132 -0.066 0.01
H -4.895 0.092 2.472 0.226 -0.156 0.100 0.00
H -2.759 1.183 1.809 -0.090 -0.167 0.366 0.00

---

# 3
86
Properties=species:S:1:pos:R:3:forces:R:3:lowdin_charge:R:1 method="wB97M-V/def2-TZVPD" total_energy_ev=-94893.3670 relative_energy_kcal_mol=40.8 charge=+1 spin_multiplicity=1 gap_ev=6.8 e_lumo_ev=-3.4292 homo_ev=-10.22
Sc 0.189 -0.492 1.229 0.384 -0.497 -0.744 0.77
O 0.432 1.324 2.066 0.359 1.929 0.830 -0.12
C -0.804 1.282 1.882 0.171 -0.422 -0.486 -0.29
C -1.652 2.462 1.696 -0.272 0.175 0.064 -0.23
C -2.153 3.321 2.663 0.142 -0.033 0.035 -0.02
C -3.059 4.302 2.284 0.021 0.003 0.021 -0.06
C -3.438 4.431 0.956 -0.044 0.027 -0.086 -0.06
C -2.918 3.582 -0.014 0.020 0.015 0.049 -0.05
C -2.044 2.573 0.355 0.271 -0.126 0.168 -0.31
P -1.297 1.320 -0.786 -0.790 0.210 -0.090 1.11
C -1.158 2.368 -2.280 0.354 -0.183 0.057 -0.36
C -2.081 2.458 -3.316 -0.048 0.043 0.072 -0.09
C -1.869 3.354 -4.356 -0.030 -0.003 -0.038 -0.07
C -0.748 4.170 -4.364 -0.012 0.005 -0.013 -0.08
C 0.176 4.085 -3.331 0.038 0.028 0.003 -0.08
C -0.021 3.179 -2.303 -0.027 -0.083 -0.041 -0.11
C -2.757 0.244 -1.030 0.048 0.066 0.085 -0.36
C -2.957 -0.475 -2.206 0.042 -0.035 0.074 -0.12
C -4.026 -1.353 -2.312 0.045 -0.049 -0.098 -0.07
C -4.879 -1.551 -1.238 -0.036 -0.021 0.019 -0.08
C -4.668 -0.861 -0.054 -0.043 -0.055 0.041 -0.07
C -3.618 0.037 0.050 -0.002 0.035 -0.145 -0.08
H -1.840 3.225 3.695 -0.044 -0.011 0.004 0.12
H -3.468 4.970 3.030 0.003 0.007 -0.007 0.11
H -4.146 5.198 0.670 0.013 0.004 0.007 0.11
H -3.204 3.694 -1.053 -0.008 0.033 0.000 0.11
H -2.979 1.856 -3.306 0.000 -0.026 -0.005 0.10
H -2.589 3.415 -5.162 -0.008 0.015 0.015 0.11
H -0.598 4.874 -5.171 0.009 -0.010 -0.004 0.11
H 1.048 4.726 -3.327 0.004 -0.010 -0.008 0.11
H 0.704 3.098 -1.500 0.025 0.039 -0.026 0.10
H -2.273 -0.358 -3.037 -0.013 -0.001 -0.031 0.11
H -4.187 -1.891 -3.238 0.017 -0.004 0.014 0.11
H -5.707 -2.244 -1.325 0.004 0.011 0.005 0.11
H -5.327 -1.018 0.791 0.002 0.021 -0.016 0.11
H -3.479 0.595 0.967 -0.019 -0.034 0.029 0.10
C -1.226 -1.928 6.755 -0.010 -0.018 0.011 -0.07
C -0.698 -0.841 6.077 0.003 0.034 0.123 -0.07
C -0.626 -0.852 4.694 -0.042 -0.092 -0.282 -0.04
C -1.095 -1.951 3.977 -0.039 0.177 0.658 -0.25
C -1.648 -3.038 4.663 0.061 0.099 -0.322 -0.01
C -1.707 -3.022 6.044 0.034 0.046 -0.019 -0.06
N -0.940 -1.919 2.565 -0.190 -0.934 -0.726 -0.01
N -1.461 -2.890 1.952 -0.118 0.304 1.145 0.11
C -1.278 -3.001 0.582 0.338 -0.019 -0.942 -0.31
C -1.912 -4.115 0.016 -0.028 0.129 0.331 -0.01
C -1.741 -4.389 -1.324 0.013 0.058 -0.168 -0.07
C -0.953 -3.535 -2.086 -0.072 -0.040 0.012 -0.07
C -0.351 -2.420 -1.508 0.159 0.161 -0.008 -0.16
C -0.464 -2.101 -0.154 -0.414 -0.840 -0.051 -0.19
H -1.262 -1.928 7.836 -0.026 0.019 -0.007 0.11
H -0.338 0.016 6.630 0.024 0.001 -0.026 0.11
H -0.202 -0.010 4.161 0.021 -0.004 0.076 0.09
H -2.017 -3.878 4.096 -0.002 -0.074 0.024 0.11
H -2.122 -3.872 6.569 -0.012 0.005 0.004 0.11
H -2.521 -4.744 0.653 0.013 -0.018 -0.020 0.12
H -2.219 -5.247 -1.779 0.007 -0.009 0.023 0.11
H -0.813 -3.736 -3.141 0.000 0.017 0.002 0.11
H 0.235 -1.773 -2.157 0.022 0.016 0.018 0.08
N 3.055 0.117 2.348 0.207 -0.055 0.220 -0.01
C 3.946 0.014 3.341 -0.009 -0.060 0.036 -0.06
C 3.588 -1.081 4.097 0.004 -0.041 0.016 -0.03
C 2.448 -1.585 3.468 -0.023 -0.110 -0.006 -0.12
N 2.128 -0.855 2.399 0.046 -0.096 0.165 -0.07
H 3.048 0.778 1.589 -0.050 0.018 -0.129 0.09
H 4.765 0.705 3.444 -0.028 0.027 -0.054 0.13
H 4.083 -1.461 4.973 -0.016 -0.004 -0.013 0.11
H 1.849 -2.439 3.742 -0.036 0.029 -0.004 0.12
N 2.865 -2.470 -0.795 0.098 -0.026 -0.113 0.12
C 3.089 -1.267 -1.355 0.085 -0.211 0.247 -0.78
S 2.264 0.087 -0.779 -0.367 0.470 -0.066 0.71
N 4.007 -1.258 -2.335 -0.027 -0.013 -0.004 0.07
C 4.635 -0.201 -3.054 0.107 0.225 -0.068 -0.23
C 4.035 1.018 -3.346 -0.091 -0.149 0.038 -0.05
C 4.746 1.976 -4.055 0.033 -0.022 -0.007 -0.07
C 6.038 1.727 -4.488 0.026 0.021 -0.017 -0.08
C 6.618 0.494 -4.230 0.015 -0.010 -0.027 -0.07
C 5.921 -0.466 -3.520 -0.036 -0.034 0.092 -0.03
H 2.034 -2.571 -0.235 -0.096 -0.018 0.016 0.06
H 3.248 -3.308 -1.203 -0.048 -0.025 0.014 0.12
H 4.463 -2.144 -2.492 -0.022 -0.046 -0.034 0.14
H 3.021 1.211 -3.042 -0.066 0.042 0.054 0.06
H 4.276 2.924 -4.278 -0.020 -0.008 0.016 0.11
H 6.588 2.483 -5.032 -0.019 -0.007 -0.012 0.11
H 7.618 0.277 -4.581 -0.001 -0.001 0.008 0.11
H 6.379 -1.429 -3.321 0.014 0.022 0.026 0.11